Record 1
A structure of composition C50H47Cl2N2O8Rh in a non-equilibrium geometry. Source: the Open Molecules 2025 dataset; level of theory: wB97M-V/def2-TZVPD.

For the calculated total energy, the calculation gives -100024.79474 eV. As for the lowest unoccupied orbital energy (spin up / spin down): -1.770 / -1.793 eV.

```
! wB97M-V def2-TZVPD RIJCOSX def2/J DEFGRID3
* xyz 0 1
Rh -0.38 0.95 -0.12
C 1.64 -2.57 -5.13
C 1.74 -2.98 -3.68
C 2.32 -4.36 -3.51
O 2.52 -2.04 -2.95
C 1.71 -1.37 -1.99
C 0.29 -1.75 -2.37
O 0.45 -2.96 -3.08
C -0.68 -1.95 -1.19
O -1.22 -0.69 -0.80
C -1.96 -2.67 -1.65
C -2.77 -3.30 -0.71
C -3.95 -3.92 -1.09
C -4.35 -3.91 -2.42
C -3.58 -3.24 -3.36
C -2.40 -2.61 -2.98
C 0.02 -2.77 -0.09
C 0.23 -4.14 -0.27
C 0.92 -4.89 0.67
C 1.42 -4.28 1.82
C 1.22 -2.92 2.01
C 0.54 -2.17 1.06
C 2.02 0.13 -1.95
O 1.40 0.72 -0.81
C 1.60 0.79 -3.28
C 2.43 0.68 -4.40
C 2.06 1.25 -5.61
C 0.87 1.95 -5.73
C 0.04 2.07 -4.62
C 0.41 1.50 -3.41
C 3.52 0.37 -1.70
C 4.37 -0.61 -1.19
C 5.69 -0.32 -0.90
C 6.19 0.97 -1.10
C 5.34 1.96 -1.58
C 4.01 1.66 -1.87
H 2.65 -2.51 -5.56
H 1.17 -1.60 -5.21
H 1.05 -3.31 -5.68
H 3.32 -4.41 -3.95
H 1.67 -5.10 -3.99
H 2.39 -4.60 -2.44
H 1.94 -1.75 -0.99
H -0.15 -0.97 -3.00
H -2.47 -3.31 0.33
H -4.56 -4.43 -0.34
H -5.27 -4.40 -2.72
H -3.90 -3.20 -4.39
H -1.81 -2.09 -3.72
H -0.16 -4.62 -1.17
H 1.07 -5.95 0.51
H 1.95 -4.87 2.56
H 1.61 -2.43 2.90
H 0.41 -1.12 1.22
H 3.36 0.13 -4.32
H 2.72 1.15 -6.47
H 0.59 2.40 -6.67
H -0.89 2.62 -4.69
H -0.24 1.61 -2.57
H 4.01 -1.63 -1.04
H 6.34 -1.09 -0.51
H 7.22 1.20 -0.87
H 5.70 2.97 -1.72
H 3.35 2.44 -2.23
Cl 2.10 1.14 4.82
C 1.71 -0.45 5.38
C 2.74 -1.25 5.86
C 2.48 -2.56 6.22
C 1.20 -3.08 6.10
C 0.18 -2.27 5.63
Cl -1.41 -2.94 5.45
C 0.39 -0.92 5.29
N -0.69 -0.14 4.84
C -1.07 1.10 5.37
C -0.69 1.48 6.65
C -1.13 2.67 7.21
C -1.99 3.50 6.49
C -2.39 3.11 5.23
C -1.95 1.92 4.65
C -2.50 1.53 3.28
C -1.47 1.47 2.18
O -1.28 2.45 1.41
O -0.81 0.39 1.99
H 3.74 -0.85 5.91
H 3.28 -3.19 6.60
H 0.98 -4.11 6.36
H -0.98 -0.35 3.91
H -0.05 0.83 7.23
H -0.82 2.95 8.21
H -2.34 4.43 6.92
H -3.08 3.74 4.67
H -3.23 2.27 2.97
H -2.99 0.55 3.34
O -3.91 2.42 0.06
C -3.06 2.85 -0.84
O -2.11 2.19 -1.22
C -3.38 4.21 -1.43
N -4.42 4.87 -0.62
C -3.75 5.97 0.11
C -2.66 6.45 -0.84
C -2.13 5.13 -1.43
H -3.74 4.03 -2.44
H -4.52 3.18 0.18
H -5.15 5.25 -1.22
H -3.29 5.55 1.01
H -4.46 6.73 0.40
H -1.88 7.03 -0.34
H -3.10 7.07 -1.63
H -1.37 4.71 -0.77
H -1.71 5.24 -2.42
*
```

Record 2
A structure of composition C50H48BN12O2SSbTi in a non-equilibrium geometry. Source: the Open Molecules 2025 dataset; level of theory: wB97M-V/def2-TZVPD.

For the calculated total energy, the calculation gives -115749.08880 eV. Its expectation value of S² is 0.76. As for the lowest unoccupied orbital energy (spin up / spin down): -8.907 / -9.494 eV. The calculation puts the relative energy (zero: lowest compared OMol25 entry of this formula, charge and spin) at 0.00 kcal/mol.

```
! wB97M-V def2-TZVPD RIJCOSX def2/J DEFGRID3
* xyz 3 2
Ti -1.40 0.88 0.92
C 2.40 1.87 2.59
C 1.60 1.49 1.52
N 0.35 1.24 1.92
N 0.33 1.42 3.29
C 1.54 1.82 3.69
B -1.01 1.14 4.01
N -2.05 2.17 3.51
C -2.76 3.09 4.17
C -3.79 3.52 3.33
C -3.63 2.80 2.17
N -2.55 2.00 2.24
N -1.52 -0.30 3.61
C -1.64 -1.40 4.35
C -2.03 -2.46 3.54
C -2.13 -1.92 2.26
N -1.76 -0.61 2.30
N -0.83 1.14 5.49
C -1.76 1.01 6.44
C -1.24 0.39 7.53
C 0.08 0.12 7.16
N 0.34 0.51 5.91
H 3.42 2.15 2.55
H 1.92 1.33 0.50
H 1.72 2.01 4.74
H -2.48 3.42 5.12
H -4.58 4.25 3.55
H -4.20 2.73 1.26
H -1.54 -1.33 5.42
H -2.31 -3.44 3.84
H -2.42 -2.42 1.36
H -2.79 1.32 6.31
H -1.75 0.25 8.49
H 0.90 -0.35 7.69
C -4.51 7.17 -2.74
C -3.85 5.89 -2.38
C -3.63 4.96 -3.37
C -3.17 3.69 -3.10
C -2.86 3.37 -1.81
C -2.99 4.32 -0.76
C -3.49 5.55 -1.06
S -2.15 1.87 -1.49
O -2.88 1.29 -0.26
O -2.10 1.02 -2.62
N -0.77 2.03 -0.66
C 0.34 2.37 -1.46
C 0.51 3.64 -1.99
C 1.56 3.88 -2.85
C 2.49 2.86 -3.06
C 2.25 1.67 -2.43
N 1.22 1.41 -1.65
H -5.58 7.04 -3.01
H -4.05 7.66 -3.57
H -4.51 7.83 -1.88
H -3.91 5.17 -4.40
H -3.13 2.96 -3.90
H -2.63 4.11 0.24
H -3.62 6.27 -0.29
H -0.21 4.44 -1.80
H 1.66 4.84 -3.38
H 3.33 3.02 -3.69
H 2.93 0.88 -2.63
N -1.06 -0.93 -0.24
C -2.12 -1.81 -0.87
C -3.46 -1.49 -0.77
C -4.42 -2.32 -1.36
C -4.07 -3.43 -2.08
C -2.73 -3.76 -2.14
C -1.74 -2.95 -1.57
H -0.57 -0.53 -1.06
H -0.33 -1.46 0.30
H -3.79 -0.69 -0.14
H -5.46 -2.10 -1.21
H -4.83 -4.08 -2.51
H -2.36 -4.65 -2.68
H -0.71 -3.24 -1.65
C 2.58 -6.63 -0.29
C 1.63 -6.23 -1.22
C 1.61 -4.92 -1.71
C 2.49 -3.98 -1.16
C 3.45 -4.39 -0.21
C 3.47 -5.71 0.22
Sb 2.44 -1.96 -1.63
C 4.31 -1.18 -1.25
C 5.29 -1.11 -2.24
C 6.55 -0.70 -1.90
C 6.88 -0.40 -0.59
C 5.90 -0.47 0.40
C 4.60 -0.85 0.08
C 1.82 -1.93 -3.65
C 2.44 -2.83 -4.50
C 1.97 -2.93 -5.81
C 0.94 -2.15 -6.28
C 0.33 -1.23 -5.42
C 0.76 -1.11 -4.10
H 2.65 -7.65 0.03
H 0.96 -6.95 -1.65
H 0.96 -4.63 -2.50
H 4.18 -3.71 0.19
H 4.25 -5.97 0.95
H 5.03 -1.24 -3.27
H 7.30 -0.61 -2.65
H 7.91 -0.11 -0.34
H 6.18 -0.26 1.40
H 3.83 -0.95 0.83
H 3.29 -3.42 -4.18
H 2.46 -3.58 -6.50
H 0.62 -2.22 -7.30
H -0.47 -0.56 -5.75
H 0.25 -0.41 -3.47
C 1.79 -2.62 4.25
C 1.46 -2.02 2.91
N 1.33 -1.62 1.84
H 2.84 -2.90 4.29
H 1.19 -3.52 4.37
H 1.53 -1.91 5.04
*
```